ORCA calculation (ωB97M-V/def2-TZVPD) on a single C4H9O2P molecule.

```
16
Properties=species:S:1:pos:R:3
C -1.680 -1.534 0.573
P -1.645 0.143 -0.213
O -2.972 0.579 -0.615
C 0.123 0.678 -1.488
C 1.042 0.595 -0.264
C 0.359 1.530 0.732
O -0.971 1.087 1.012
H -2.658 -1.545 1.111
H -1.751 -2.228 -0.316
H -0.906 -2.107 1.189
H -0.189 1.748 -1.657
H 0.409 0.123 -2.389
H 2.003 0.929 -0.612
H 0.860 -0.384 0.200
H 0.814 1.771 1.698
H 0.205 2.505 0.113
```

Calculated values
E_tot = -17677.1739 eV
net charge = 0
SMILES string = C[P@]1(=O)CCCO1
E_LUMO = 0.72 eV

Atom charges from the Löwdin analysis, given in e for atoms 1 to 5: -0.184 0.675 -0.323 -0.115 -0.268

ORCA calculation (ωB97M-V/def2-TZVPD) on a 11-piece molecular cluster, C30H68F6N5O16S6 overall.

```
131
Properties=species:S:1:pos:R:3
C -8.855 12.143 17.745
F -10.037 11.790 17.336
F -8.563 13.319 17.107
F -8.863 12.341 19.054
S -7.596 10.794 17.331
O -6.418 11.036 18.172
O -8.311 9.575 17.758
N -7.339 11.082 15.701
S -7.687 9.753 15.013
O -6.757 8.604 15.337
O -9.131 9.415 14.969
C -7.253 10.067 13.156
F -6.093 10.626 13.024
F -7.221 8.872 12.572
F -8.164 10.867 12.600
C -5.018 15.999 21.576
S -3.582 16.385 22.618
O -3.578 17.886 22.851
C -2.199 15.825 21.455
H -4.998 16.595 20.664
H -5.963 16.318 22.016
H -5.199 14.941 21.382
H -2.184 16.443 20.557
H -2.416 14.800 21.155
H -1.242 15.771 21.974
C -7.674 18.072 13.945
S -9.381 17.629 13.273
O -9.428 18.376 11.909
C -9.019 15.894 12.662
H -7.452 17.427 14.795
H -7.764 19.083 14.343
H -6.844 18.008 13.241
H -8.067 15.890 12.133
H -9.771 15.685 11.901
H -8.951 15.102 13.409
C -2.657 8.254 7.304
S -2.997 7.121 5.840
O -1.974 6.014 5.862
C -4.616 6.446 6.469
H -3.583 8.494 7.827
H -2.360 9.219 6.893
H -1.910 7.971 8.045
H -5.334 7.266 6.465
H -4.491 5.961 7.437
H -4.905 5.741 5.689
C -17.344 7.363 15.096
S -16.388 8.676 14.198
O -17.343 9.889 14.092
C -15.126 9.152 15.492
H -16.901 6.367 15.117
H -18.248 7.180 14.515
H -17.618 7.612 16.121
H -15.651 9.386 16.418
H -14.679 10.096 15.183
H -14.439 8.312 15.597
C -2.370 14.356 15.899
O -2.390 15.571 16.237
N -1.313 13.543 16.166
C -1.328 12.167 15.752
C -0.083 14.119 16.702
H -3.181 13.827 15.374
H -2.349 11.852 15.533
H -0.975 11.533 16.566
H -0.713 12.032 14.863
H -0.121 15.206 16.772
H 0.090 13.817 17.734
H 0.760 13.915 16.041
C -14.857 6.115 20.051
O -15.051 5.032 19.528
N -13.663 6.736 20.192
C -13.461 8.038 20.830
C -12.392 6.105 19.733
H -15.677 6.716 20.473
H -13.120 8.870 20.213
H -12.814 7.965 21.704
H -14.392 8.517 21.134
H -11.972 6.471 18.796
H -11.622 6.332 20.471
H -12.448 5.021 19.830
C -8.366 0.743 18.566
O -9.149 -0.203 18.556
N -8.454 1.821 17.725
C -7.444 2.864 17.824
C -9.462 1.957 16.695
H -7.547 0.883 19.289
H -7.019 3.187 16.874
H -6.631 2.534 18.470
H -7.886 3.723 18.329
H -9.771 2.983 16.495
H -8.980 1.732 15.743
H -10.238 1.197 16.788
C -12.997 15.030 26.741
O -13.197 13.787 26.677
N -12.342 15.659 25.710
C -11.855 17.033 25.797
C -11.746 14.973 24.546
H -13.248 15.734 27.549
H -12.138 17.477 26.751
H -12.283 17.642 25.000
H -10.770 17.031 25.690
H -10.656 14.957 24.561
H -12.120 13.955 24.436
H -11.868 15.496 23.598
O -2.223 7.959 25.390
C -2.959 7.331 24.695
O -2.778 6.074 24.259
C -1.781 5.227 24.820
C -2.070 3.780 24.432
C -4.249 7.946 24.129
H -1.770 5.310 25.907
H -0.762 5.412 24.480
H -1.191 3.148 24.560
H -2.437 3.649 23.414
H -2.844 3.336 25.058
H -4.184 8.114 23.054
H -4.456 8.938 24.532
H -5.092 7.314 24.409
O -12.810 5.546 8.385
C -13.416 5.723 9.472
O -14.731 5.876 9.739
C -15.703 5.686 8.723
C -16.525 6.960 8.538
C -12.753 5.815 10.753
H -16.368 4.899 9.079
H -15.221 5.363 7.800
H -17.260 6.838 7.742
H -15.809 7.699 8.180
H -17.105 7.190 9.432
H -11.674 5.749 10.617
H -12.956 4.913 11.329
H -13.081 6.715 11.274
```

Calculated values
E_tot = -153734.5514 eV
net charge = -1
E_LUMO = 1.58 eV

Atom charges from the Löwdin analysis, given in e for atoms 1 to 5: -0.684 0.162 0.086 0.139 0.664

ORCA calculation (ωB97M-V/def2-TZVPD) on an isolated ion of composition C4H3N5O2P and charge +1.

```
15
Properties=species:S:1:pos:R:3
O 4.367 -2.122 -0.296
C 3.471 -1.615 0.269
N 3.107 -1.493 1.644
C 1.959 -0.812 1.822
O 1.370 -0.608 2.923
C 1.545 -0.305 0.472
N 2.450 -0.761 -0.351
N 2.485 -0.512 -1.665
N 1.540 0.159 -2.144
C 0.490 0.583 -1.678
N -0.719 0.840 -1.594
P -1.928 1.472 -0.793
H 3.607 -2.037 2.296
H -2.188 0.818 0.597
H -2.989 0.900 -1.495
```

Calculated values
E_tot = -25016.7517 eV
net charge = +1
SMILES string = O=C1NC([O-])=C=[N+]1/N=N\C#[N+]P
E_LUMO (spin up / spin down) = -7.75 / -7.40 eV

Atom charges from the Löwdin analysis, given in e for atoms 1 to 5: 0.237 -0.353 0.224 -0.390 0.108

ORCA calculation (ωB97M-V/def2-TZVPD) on a single C2H2FIO molecule.

```
7
Properties=species:S:1:pos:R:3
C 1.925 1.017 0.464
C -1.065 -1.132 -0.078
O 3.002 1.354 0.716
F -1.307 -1.826 1.032
I 1.238 -0.943 -0.291
H 1.167 1.779 0.604
H -1.261 -1.845 -0.882
```

Calculated values
E_tot = -14967.1170 eV
net charge = 0
E_LUMO = -0.20 eV

Atom charges from the Löwdin analysis, given in e for atoms 1 to 5: -0.599 -0.469 0.039 -0.174 1.171